No. 1
{"formula": "C7H12N4O2", "method": "wB97M-V/def2-TZVPD", "orbital_gap_ha": 0.340, "relative_energy_ev": 4.677, "smiles": "CCn1nc(OC)n(N2CC2)c1=O", "e_lumo_ha": 0.0331, "symbols": ["C", "C", "N", "N", "C", "O", "C", "N", "N", "C", "C", "C", "O", "H", "H", "H", "H", "H", "H", "H", "H", "H", "H", "H", "H"], "positions_angstrom": [[2.6961, 0.5661, -2.1104], [2.6327, -0.1764, -0.7372], [1.3505, -0.3511, -0.1944], [0.4058, -1.1079, -0.8125], [-0.7599, -0.9380, -0.3459], [-1.8999, -1.5268, -0.5790], [-1.9058, -2.2602, -1.8123], [-0.6140, 0.2412, 0.8321], [-1.5558, 0.3818, 1.8065], [-1.4467, 1.1176, 3.0749], [-2.1708, 1.7941, 1.9982], [0.7840, 0.4552, 0.8115], [1.3752, 1.1127, 1.5945], [2.3915, 1.6128, -1.9073], [3.7047, 0.5595, -2.4256], [2.0651, 0.1174, -2.8849], [3.0574, -1.2285, -0.8189], [3.2770, 0.4796, 0.0020], [-0.9047, -2.2168, -2.2980], [-2.7944, -1.9163, -2.5092], [-2.1706, -3.2788, -1.3685], [-0.4848, 1.4692, 3.3363], [-1.9921, 0.7387, 3.9138], [-3.1797, 1.6053, 1.9951], [-1.8610, 2.7494, 1.4394]], "lowdin_charge": [-0.08, -0.22, -0.10, 0.13, -0.26, -0.04, -0.05, 0.07, -0.04, -0.13, -0.08, -0.47, 0.09, 0.08, 0.04, 0.07, 0.13, 0.16, 0.08, 0.13, 0.11, 0.09, 0.10, 0.06, 0.14]}

No. 2
{"formula": "C9H36N2O8", "method": "wB97M-V/def2-TZVPD", "orbital_gap_ha": 0.120, "relative_energy_ev": 4.777, "e_lumo_ha": -0.0439, "symbols": ["N", "H", "H", "H", "H", "C", "C", "C", "C", "C", "C", "N", "O", "C", "C", "C", "H", "H", "H", "H", "H", "H", "H", "H", "H", "H", "H", "H", "H", "H", "H", "H", "H", "H", "O", "H", "H", "O", "H", "H", "O", "H", "H", "O", "H", "H", "O", "H", "H", "O", "H", "H", "O", "H", "H"], "positions_angstrom": [[0.2534, 2.2141, -1.3884], [-0.0117, 1.5112, -2.0634], [-0.1563, 3.1163, -1.5841], [1.2516, 2.2151, -1.5421], [0.1230, 1.9771, -0.4153], [1.5144, -1.7546, 4.3781], [1.3901, -1.5014, 2.8112], [1.7899, -2.9532, 2.2030], [0.5647, -3.9645, 2.2203], [-0.6090, -3.3115, 1.5358], [-1.0626, -1.9132, 2.1740], [0.1368, -0.9853, 2.2520], [-0.2162, 0.2844, 2.8673], [-1.7576, -2.2751, 3.4682], [-2.0710, -1.3943, 1.1886], [2.5537, -0.5585, 2.4084], [1.4123, -0.7590, 4.8101], [2.4282, -2.2755, 4.6641], [0.6819, -2.2518, 4.8760], [2.5859, -3.4412, 2.7653], [2.1673, -2.8581, 1.1848], [0.1692, -4.0759, 3.2298], [0.8593, -4.9118, 1.7687], [-1.3913, -4.0683, 1.4778], [-0.1823, -3.2129, 0.5377], [-2.4246, -3.1310, 3.3651], [-2.1750, -1.3503, 3.8665], [-1.0029, -2.6622, 4.1528], [-2.2836, -0.3458, 1.3972], [-3.0016, -1.9618, 1.1865], [-1.7138, -1.3982, 0.1588], [2.5933, -0.5215, 1.3198], [3.4952, -0.9922, 2.7454], [2.5915, 0.4768, 2.7471], [4.4523, 3.2339, -1.5974], [4.8742, 3.6443, -0.8426], [5.1696, 3.0552, -2.2055], [-2.4697, -1.7685, -4.9059], [-1.7034, -1.5981, -4.3583], [-3.0265, -0.9993, -4.7856], [-3.5613, 1.9849, -4.0269], [-4.1175, 2.4853, -3.4298], [-3.3572, 2.5968, -4.7341], [-0.4598, 6.4860, -2.2271], [0.0686, 7.2053, -2.5729], [-0.2978, 6.5011, -1.2838], [-4.6276, 4.9554, -1.2188], [-4.5799, 4.9554, -0.2628], [-3.9422, 5.5647, -1.4933], [1.3259, 2.2685, -6.1329], [1.3008, 1.3729, -6.4699], [2.1409, 2.6323, -6.4788], [1.1384, -1.7072, -2.7904], [1.9880, -2.0123, -3.1088], [1.1823, -1.8228, -1.8412]], "lowdin_charge": [0.36, 0.15, 0.15, 0.14, 0.15, -0.05, -0.48, -0.12, -0.20, -0.18, -0.51, -0.19, -0.36, -0.05, -0.08, -0.08, 0.07, 0.07, 0.05, 0.09, 0.08, 0.09, 0.10, 0.11, 0.09, 0.08, 0.09, 0.04, 0.06, 0.08, 0.06, 0.05, 0.07, 0.06, -0.06, 0.03, 0.03, -0.05, 0.02, 0.02, -0.05, 0.03, 0.03, -0.06, 0.04, 0.03, -0.05, 0.03, 0.02, -0.06, 0.03, 0.03, -0.06, 0.03, 0.02]}

No. 3
{"formula": "CH5N2P", "method": "wB97M-V/def2-TZVPD", "orbital_gap_ha": [0.303, 0.303], "relative_energy_ev": 4.379, "e_lumo_ha": [-0.0012, -0.0012], "symbols": ["C", "N", "N", "P", "H", "H", "H", "H", "H"], "positions_angstrom": [[-0.9673, 1.0794, 0.3051], [1.5854, -0.6501, 0.4583], [1.7701, 0.4890, 0.1959], [-1.4603, -0.5516, 0.1784], [-1.1812, 1.6003, -0.5544], [-0.8056, 1.7324, 1.1244], [2.1738, -1.3814, 0.9204], [0.7513, -1.2357, 0.0629], [-2.2894, -0.4474, -0.9628]], "lowdin_charge": [-0.42, -0.19, 0.02, 0.70, -0.06, -0.01, 0.12, 0.00, -0.16]}

No. 4
{"formula": "C27H76N2O11", "method": "wB97M-V/def2-TZVPD", "orbital_gap_ha": 0.360, "relative_energy_ev": 0.000, "smiles": "NC(N)=O.CC(C)O.CC(C)O.CC(C)O.CC(C)O.CC(C)O.CC(C)O.CC(C)O.CC(C)O.CO.CO", "e_lumo_ha": 0.0111, "symbols": ["N", "C", "N", "O", "H", "H", "H", "H", "C", "C", "C", "O", "H", "H", "H", "H", "H", "H", "H", "H", "C", "C", "C", "O", "H", "H", "H", "H", "H", "H", "H", "H", "C", "C", "C", "O", "H", "H", "H", "H", "H", "H", "H", "H", "C", "C", "C", "O", "H", "H", "H", "H", "H", "H", "H", "H", "C", "C", "C", "O", "H", "H", "H", "H", "H", "H", "H", "H", "C", "C", "C", "O", "H", "H", "H", "H", "H", "H", "H", "H", "C", "C", "C", "O", "H", "H", "H", "H", "H", "H", "H", "H", "C", "C", "C", "O", "H", "H", "H", "H", "H", "H", "H", "H", "C", "O", "H", "H", "H", "H", "C", "O", "H", "H", "H", "H"], "positions_angstrom": [[1.6055, 0.7922, -2.7516], [1.1522, 1.3275, -3.9390], [0.4106, 2.5004, -3.7854], [1.3590, 0.8417, -5.0559], [1.2190, 1.1486, -1.8776], [2.1058, -0.0788, -2.8410], [0.0171, 2.8623, -4.6332], [0.2877, 2.9676, -2.9090], [-3.3272, 3.3897, -1.4223], [-4.2782, 3.2896, -2.6112], [-4.2030, 1.9787, -3.3612], [-5.5992, 3.5164, -2.1436], [-2.2460, 3.3941, -1.5884], [-3.5231, 2.5892, -0.7096], [-3.4988, 4.3404, -0.9051], [-3.9542, 4.0655, -3.3214], [-4.7254, 2.0479, -4.3123], [-4.5146, 1.1225, -2.7589], [-3.1495, 1.7652, -3.5457], [-5.7457, 4.4548, -2.0010], [0.7982, -2.9753, 5.2872], [0.4096, -1.5121, 5.1295], [1.1186, -0.8188, 3.9805], [-1.0140, -1.5549, 4.8149], [0.8124, -3.5154, 4.3404], [0.2593, -3.4724, 6.0866], [1.8616, -3.0281, 5.5964], [0.5769, -0.9709, 6.0656], [2.1664, -0.6137, 4.1867], [0.5868, 0.0826, 3.6644], [1.0149, -1.4873, 3.1168], [-1.1119, -1.2707, 3.8889], [3.9457, 5.1399, -2.7759], [2.5431, 5.2246, -2.1712], [2.4511, 4.4411, -0.8833], [2.1837, 6.5801, -1.9167], [4.0512, 5.8686, -3.5839], [4.1220, 4.1363, -3.1642], [4.6942, 5.4006, -2.0243], [1.8700, 4.8129, -2.9337], [3.3371, 4.5653, -0.2572], [2.3820, 3.3780, -1.1123], [1.6101, 4.8006, -0.2903], [2.2935, 7.0832, -2.7287], [2.6173, 3.0079, 3.9012], [2.6096, 3.2560, 2.3967], [3.6075, 2.3925, 1.6643], [1.3071, 3.0095, 1.8332], [2.7663, 1.9411, 4.0848], [1.6573, 3.2650, 4.3493], [3.4243, 3.5542, 4.3867], [2.8126, 4.3159, 2.2050], [4.6470, 2.6549, 1.8797], [3.5259, 2.4987, 0.5844], [3.5343, 1.3298, 1.8947], [0.7579, 3.7843, 1.9890], [-0.9105, -3.8485, 0.7005], [-1.5132, -5.0797, 0.0386], [-1.1494, -5.2323, -1.4178], [-1.1507, -6.2644, 0.7568], [-0.8963, -2.9737, 0.0354], [0.1761, -3.9081, 0.8606], [-1.3878, -3.5826, 1.6427], [-2.6047, -4.9208, 0.0896], [-1.5638, -4.4004, -1.9777], [-1.5221, -6.1842, -1.8066], [-0.0733, -5.3518, -1.5706], [-1.2570, -6.0715, 1.6943], [-6.9882, -1.1313, 0.3977], [-5.4812, -0.9384, 0.2240], [-5.1396, 0.5150, 0.0831], [-4.7864, -1.4259, 1.3903], [-7.2383, -2.1102, -0.0251], [-7.5860, -0.4312, -0.1912], [-7.3634, -1.0493, 1.4163], [-5.1532, -1.5599, -0.6131], [-4.0717, 0.7128, -0.0175], [-5.4328, 1.0854, 0.9701], [-5.6525, 0.9737, -0.7616], [-5.0501, -2.3406, 1.5399], [4.5669, -3.0694, 1.7362], [3.5187, -2.7993, 0.6844], [3.3434, -1.2998, 0.4562], [4.0328, -3.3408, -0.5390], [4.8219, -4.1288, 1.7954], [4.2784, -2.7458, 2.7368], [5.4778, -2.5461, 1.4340], [2.5354, -3.2168, 0.9454], [4.3033, -0.8474, 0.1811], [3.0637, -0.7982, 1.3882], [2.6306, -0.9900, -0.3073], [3.6106, -2.8734, -1.2814], [2.2398, -4.1971, -3.6606], [1.8482, -2.7404, -3.4562], [0.4861, -2.5388, -2.8322], [2.9009, -2.0267, -2.7812], [2.1808, -4.7442, -2.7148], [3.2552, -4.3219, -4.0416], [1.6017, -4.6934, -4.3961], [1.7730, -2.3060, -4.4655], [-0.2180, -3.1412, -3.3953], [0.2225, -1.4818, -2.8201], [0.5171, -2.8574, -1.7848], [3.6411, -1.8526, -3.3703], [-2.6280, 0.6640, 3.3008], [-2.3265, -0.5236, 2.5342], [-3.1830, 1.3863, 2.6920], [-3.2988, 0.3525, 4.1054], [-1.7068, 1.0923, 3.6792], [-3.2164, -0.8748, 2.3114], [-0.5842, 0.6068, 0.2011], [0.3592, 1.5714, -0.2631], [-1.4237, 1.1576, 0.6356], [-0.9384, 0.0316, -0.6543], [-0.2424, -0.0813, 0.9767], [0.7318, 2.0733, 0.4987]], "lowdin_charge": [0.17, -0.64, 0.15, 0.00, 0.05, 0.06, 0.09, 0.07, -0.05, -0.50, -0.05, -0.05, 0.07, 0.05, 0.08, 0.13, 0.08, 0.07, 0.08, 0.09, -0.07, -0.45, -0.06, -0.08, 0.07, 0.08, 0.08, 0.13, 0.08, 0.07, 0.08, 0.03, -0.05, -0.50, -0.06, -0.05, 0.08, 0.08, 0.08, 0.12, 0.08, 0.07, 0.08, 0.08, -0.04, -0.46, -0.04, -0.08, 0.07, 0.08, 0.08, 0.13, 0.10, 0.06, 0.06, 0.11, -0.06, -0.49, -0.06, -0.04, 0.07, 0.07, 0.08, 0.13, 0.07, 0.08, 0.08, 0.08, -0.05, -0.45, -0.06, -0.07, 0.08, 0.08, 0.08, 0.14, 0.06, 0.10, 0.07, 0.10, -0.06, -0.48, -0.06, -0.07, 0.08, 0.07, 0.08, 0.12, 0.09, 0.05, 0.06, 0.03, -0.05, -0.46, -0.04, -0.08, 0.08, 0.08, 0.08, 0.14, 0.08, 0.07, 0.07, 0.12, -0.12, -0.18, 0.07, 0.09, 0.07, 0.05, -0.12, -0.18, 0.06, 0.08, 0.07, 0.04]}